No. 1
One molecule with the formula C3H7N5, computed with wB97M-V/def2-TZVPD.

Properties
**E**: -392.11814 Ha
**ΔE to the lowest compared entry with this formula, charge and spin**: 475.0 kJ/mol
**Lowest unoccupied orbital energy**: 0.73 eV
**Gap between HOMO and LUMO**: 8.7 eV
**E_HOMO**: -7.99 eV

```
! RIJCOSX wB97M-V def2-TZVPD def2/J DEFGRID3
* xyz 0 1
C 0.101 0.567 1.567
N 0.092 -0.228 0.397
N 1.064 -2.963 0.264
C -0.843 1.579 -1.073
H 0.511 -0.066 2.396
N -0.319 0.246 -0.793
N -0.214 -0.496 -1.815
H -1.691 1.417 -1.783
H -1.171 2.067 -0.095
H 0.544 1.507 1.348
N 0.433 -1.659 -1.601
H -0.857 0.877 2.082
C 0.753 -2.040 -0.450
H 1.617 -2.927 1.018
H -0.021 2.118 -1.463
*
```

=====

No. 2
An isolated ion of composition CH4N3 and charge +1, computed with wB97M-V/def2-TZVPD.

Properties
**E**: -204.39421 Ha
**ΔE to the lowest compared entry with this formula, charge and spin**: 292.9 kJ/mol
**Lowest unoccupied orbital energy**: -4.56 eV
**Gap between HOMO and LUMO**: 12.3 eV
**E_HOMO**: -16.87 eV
**SMILES**: [NH2+]=C1NN1

```
! RIJCOSX wB97M-V def2-TZVPD def2/J DEFGRID3
* xyz 1 1
H 1.927 -0.841 0.003
H -1.478 -1.170 0.847
H 1.784 0.786 0.023
N -1.084 0.778 0.080
C -0.077 -0.060 -0.001
N -1.192 -0.754 -0.103
H -1.060 1.292 -0.767
N 1.180 -0.030 -0.082
*
```

=====

No. 3
One molecule with the formula C20H25N3O6S, computed with wB97M-V/def2-TZVPD.

Properties
**E**: -1791.00926 Ha
**ΔE to the lowest compared entry with this formula, charge and spin**: 318.5 kJ/mol
**Lowest unoccupied orbital energy**: -0.02 eV
**Gap between HOMO and LUMO**: 9.4 eV
**E_HOMO**: -9.47 eV
**SMILES**: Cc1cc(NC(=O)COC(=O)c2cccc(S(=O)(=O)N(C)C3CCCCC3)c2)no1

```
! RIJCOSX wB97M-V def2-TZVPD def2/J DEFGRID3
* xyz 0 1
N 3.022 -1.120 0.294
H 2.381 0.220 -1.077
C -1.880 -0.693 2.229
C 2.485 2.653 0.105
C -0.419 -0.468 0.326
S 1.749 -2.071 -0.163
H -1.770 -2.680 -3.354
H -3.753 0.318 -2.327
C 4.395 1.988 -1.381
O -2.054 1.706 -0.487
C 3.047 0.241 -0.209
C -2.726 -1.558 -1.841
H -0.656 -1.864 -2.270
C 0.334 -1.520 0.801
H 1.773 2.611 -0.721
H 4.611 -1.073 1.633
H 3.744 1.928 -2.256
H -1.555 -0.922 -3.474
C 2.547 1.289 0.789
O 2.052 -3.418 0.217
C -1.609 -1.762 -2.789
H 3.235 1.344 1.635
H -2.758 -0.376 2.768
O -2.979 -2.496 -0.913
H 2.129 3.404 0.814
H -4.271 2.105 -0.649
H -1.369 -2.233 3.620
N -5.653 -0.408 -0.186
C -1.101 -1.736 2.701
H 3.561 -2.500 1.697
H 1.560 1.014 1.167
C -1.540 -0.054 1.039
C 3.861 3.049 -0.423
C 4.447 0.624 -0.699
C -3.660 -0.565 -1.733
C 3.579 -1.418 1.589
C -2.391 0.997 0.428
H -6.421 -1.045 -0.011
H 0.609 -2.994 2.303
C -4.489 -0.996 -0.663
C 0.007 -2.159 1.981
H 4.803 -0.138 -1.393
H 5.393 2.267 -1.724
O -6.977 1.283 0.465
C -5.872 0.878 0.198
N -4.069 -2.147 -0.190
H -0.166 0.011 -0.607
O 1.453 -1.792 -1.539
C -4.629 1.760 0.327
H 3.009 -0.964 2.408
H 3.799 4.012 -0.932
O -3.612 1.014 0.979
H -4.893 2.629 0.937
H 4.552 3.159 0.417
H 5.136 0.666 0.147
*
```

=====

No. 4
CH3IOS2 as an isolated structure, computed with wB97M-V/def2-TZVPD.

Properties
**E**: -1209.03410 Ha
**ΔE to the lowest compared entry with this formula, charge and spin**: 417.4 kJ/mol
**Lowest unoccupied orbital energy (spin up / spin down)**: -2.51 / -2.54 eV
**Gap between HOMO and LUMO (spin up / spin down)**: 7.3 / 7.2 eV
**E_HOMO (spin up / spin down)**: -9.79 / -9.75 eV

```
! RIJCOSX wB97M-V def2-TZVPD def2/J DEFGRID3
* xyz 0 1
O -1.341 -0.593 1.466
S -0.274 2.658 1.620
H -0.212 -1.257 -1.121
S -0.063 -0.082 0.974
H -0.826 0.347 -1.208
H 0.743 -1.219 0.790
I 1.958 0.368 -1.572
C 0.016 -0.222 -0.949
*
```